{
  "formula": "C4H7EuO3",
  "method": "ωB97M-V with the def2-TZVPD basis set",
  "charge": 1,
  "e_homo_ev": [-11.81, -11.85],
  "fmax_ev_per_a": 4.20,
  "lumo_energy_ev": [-5.6, -5.5],
  "e_above_lowest_kj_mol": 0.00,
  "s2": 15.760,
  "gap_ev": [6.2, 6.4],
  "spin_multiplicity": 8,
  "species": ["H", "O", "C", "O", "Eu", "O", "C", "H", "C", "H", "H", "C", "H", "H", "H"],
  "positions_angstrom": [[1.7626, 1.7919, -1.7179], [0.2028, -0.1583, 0.8846], [0.2960, 0.9102, 0.0036], [-0.7898, 0.9585, -0.6977], [-1.1201, -1.1636, -1.5327], [1.1099, 1.9705, 0.2628], [1.6808, 1.1719, -0.8186], [2.6021, 0.6726, -0.4988], [1.2311, -0.4676, 1.8259], [2.2129, -0.6177, 1.3555], [1.3373, 0.4065, 2.4823], [0.8083, -1.7142, 2.5660], [-0.2316, -1.6406, 2.9098], [0.8463, -2.5851, 1.8976], [1.4848, -1.8752, 3.4154]]
}

{
  "formula": "C4H7F",
  "method": "ωB97M-V with the def2-TZVPD basis set",
  "e_homo_ev": [-8.58, -8.41],
  "fmax_ev_per_a": 2.93,
  "lumo_energy_ev": [0.4, 0.4],
  "e_above_lowest_kj_mol": 468.33,
  "gap_ev": [9.0, 8.9],
  "species": ["C", "C", "C", "C", "F", "H", "H", "H", "H", "H", "H", "H"],
  "positions_angstrom": [[0.6880, 1.1520, 0.7990], [0.5280, -0.2405, 1.4120], [-0.4258, 0.2019, 0.3906], [-0.5576, -0.8682, -1.9604], [-1.7248, 0.5247, 0.4598], [0.5495, 1.9186, 1.4662], [1.4952, 1.4244, 0.2097], [1.2301, -1.1102, 1.0366], [0.0211, -0.2401, 2.4047], [-1.3741, -1.5182, -1.9949], [0.4348, -1.3279, -2.0549], [-0.8644, 0.0836, -2.1683]]
}

{
  "formula": "C4H7F",
  "method": "ωB97M-V with the def2-TZVPD basis set",
  "smiles": "C[C@@H]1C[C@@H]1F",
  "e_homo_ev": -9.84,
  "fmax_ev_per_a": 6.53,
  "lumo_energy_ev": 1.1,
  "e_above_lowest_kj_mol": 139.21,
  "gap_ev": 11.0,
  "species": ["C", "C", "C", "C", "H", "H", "H", "H", "H", "H", "H", "F"],
  "positions_angstrom": [[-0.0523, 1.4690, -0.2549], [0.3322, 0.1522, 0.3483], [0.8160, -1.2047, -0.1042], [-0.6555, -0.9365, 0.1656], [-0.8901, 1.7697, 0.1502], [0.6212, 2.2068, 0.0281], [-0.1712, 1.4831, -1.4132], [0.6439, 0.4327, 1.3811], [0.9263, -1.5029, -1.0836], [1.1754, -1.7682, 0.8235], [-1.3263, -1.2867, 0.9292], [-1.4197, -0.8143, -0.9700]]
}

{
  "formula": "C4H7F",
  "method": "ωB97M-V with the def2-TZVPD basis set",
  "smiles": "FCC1CC1",
  "e_homo_ev": -10.08,
  "fmax_ev_per_a": 11.19,
  "lumo_energy_ev": 1.2,
  "e_above_lowest_kj_mol": 456.62,
  "gap_ev": 11.3,
  "species": ["C", "C", "C", "C", "H", "H", "H", "H", "H", "H", "H", "F"],
  "positions_angstrom": [[-1.2935, -0.5061, 0.0948], [0.0516, -0.2957, -0.6458], [0.4410, 1.0458, -0.0593], [1.3962, -0.2719, 0.0330], [-1.5105, -1.5905, 0.0704], [-0.8334, -0.0499, 1.0529], [0.1730, -0.3585, -1.5364], [0.8037, 2.0346, -0.3480], [-0.3092, 1.1143, 0.9391], [2.4854, -0.4480, -0.3626], [0.9270, -1.0045, 0.9729], [-2.3315, 0.3305, -0.2110]]
}

{
  "formula": "C4H7F3NO5S2",
  "method": "ωB97M-V with the def2-TZVPD basis set",
  "charge": -1,
  "e_homo_ev": -5.84,
  "fmax_ev_per_a": 2.03,
  "lumo_energy_ev": 2.9,
  "gap_ev": 8.7,
  "species": ["C", "S", "O", "O", "N", "S", "O", "O", "C", "C", "O", "C", "F", "F", "F", "H", "H", "H", "H", "H", "H", "H"],
  "positions_angstrom": [[-0.5920, -0.5327, -2.6795], [-2.1809, -0.5198, -1.8553], [-2.7311, -1.8293, -1.8998], [-2.9837, 0.3944, -2.6105], [-2.0522, 0.1018, -0.3727], [-1.1142, -0.7493, 0.5998], [-1.8227, -1.4299, 1.6291], [-0.1736, -1.6264, -0.0569], [-0.2094, 0.5439, 1.4774], [1.2186, 0.6995, 0.9798], [1.4805, 2.1029, 0.8244], [2.2783, 0.1652, 1.9627], [2.9612, 1.1248, 2.5180], [3.1501, -0.5960, 1.3112], [1.7818, -0.5757, 2.9202], [0.0514, 0.2072, -2.2311], [-0.7211, -0.3730, -3.7341], [-0.1515, -1.4952, -2.4850], [-0.3002, 0.3952, 2.5384], [-0.7083, 1.4723, 1.2633], [1.3727, 0.2312, 0.0195], [1.4462, 2.2887, -0.1190]]
}

{
  "formula": "C4H7FIN",
  "method": "ωB97M-V with the def2-TZVPD basis set",
  "e_homo_ev": -8.94,
  "fmax_ev_per_a": 3.60,
  "lumo_energy_ev": 0.7,
  "e_above_lowest_kj_mol": 0.00,
  "gap_ev": 9.7,
  "species": ["C", "C", "C", "C", "N", "F", "I", "H", "H", "H", "H", "H", "H", "H"],
  "positions_angstrom": [[1.7034, -0.2227, -0.0031], [-2.0896, 0.6512, -2.7409], [1.4605, -1.0454, 2.3378], [-1.8439, 1.2175, -1.5793], [2.0995, -0.3639, 1.2420], [0.5605, -0.9836, -0.1790], [-3.3214, 2.2513, -0.5639], [2.8933, 0.2744, 1.3369], [-3.1348, 0.5924, -3.0740], [-1.4323, 0.2015, -3.3701], [0.3390, -1.1821, 2.1558], [1.7622, -0.5872, 3.2564], [1.8203, -2.0011, 2.3231], [-0.8167, 1.1975, -1.1415]]
}